This record from the OMol25 dataset describes C30H50BrMnN3P2S as an isolated structure at a distorted geometry. The level of theory is ωB97M-V with the def2-TZVPD basis set.

Structure (XYZ):
```
88
Properties=species:S:1:pos:R:3:forces:R:3:mulliken_charge:R:1
C -1.6189 -2.9326 4.5811 -0.21 -0.41 0.32 -0.43
C -2.7752 -3.0155 3.7743 -0.08 -0.21 1.09 0.76
C -3.9588 -3.5068 4.3512 0.44 -0.17 0.31 -0.50
C -3.8918 -4.0202 5.6548 0.12 0.38 -0.57 -0.40
N -2.7623 -4.0348 6.3569 -0.19 -0.15 0.50 -0.54
C -1.6557 -3.4854 5.8675 -0.32 0.33 -0.76 -0.38
C -2.7162 -2.6537 2.3861 3.21 1.16 -0.39 0.77
C -1.7732 -2.2739 1.4975 -1.21 -0.78 4.31 -0.45
C -0.4739 -2.2479 0.9574 1.31 0.01 -0.48 0.13
C -0.0125 -1.0765 0.3392 -0.48 -0.36 -0.33 -0.48
C 0.7499 -1.1756 -0.8053 0.31 -0.38 0.11 -0.35
C 1.2262 -2.4277 -1.2037 -0.49 0.09 1.20 -0.54
C 1.0261 -3.5497 -0.3890 0.19 0.22 -0.06 -0.47
C 0.2069 -3.4601 0.7241 -0.40 0.28 -0.39 -0.38
Mn -3.4075 -2.2440 0.7089 -2.60 0.86 1.17 -0.58
P 0.8405 3.0568 0.2044 0.29 -0.52 0.43 0.81
H -4.9045 -3.5119 3.8099 0.28 -0.06 0.04 0.39
H -0.6979 -2.4687 4.2393 -0.17 -0.14 -0.21 0.40
H -4.7886 -4.4248 6.1283 0.32 0.05 -0.05 0.38
H -0.7688 -3.4821 6.5072 -0.32 -0.02 -0.19 0.37
H 0.0256 -4.3176 1.3691 -0.17 0.05 -0.31 0.54
H -0.3230 -0.1148 0.7327 -0.26 -0.21 -0.28 -0.04
H 1.4715 -4.4973 -0.6550 0.15 0.01 0.02 0.50
H 0.9397 -0.2950 -1.4053 0.14 0.01 0.04 1.70
C 1.3049 3.5019 -1.4627 0.24 0.21 -0.39 -0.22
C 0.3142 4.4161 -2.1974 -0.02 0.15 -0.26 -1.30
H 1.4480 2.5635 -2.0251 0.03 0.24 0.25 0.20
H 2.2888 3.9896 -1.3867 -0.15 -0.21 -0.04 0.47
H 0.7559 4.6787 -3.1661 -0.15 -0.01 0.20 0.44
H -0.6389 3.9130 -2.4099 0.24 0.16 0.14 0.29
H 0.1221 5.3538 -1.6587 0.00 -0.34 -0.16 0.27
C -0.8511 2.4581 0.2190 -0.64 0.49 -0.35 0.22
C -1.4718 2.3792 1.6163 -0.31 -0.08 0.16 -1.42
H -0.8997 1.4859 -0.2967 0.25 0.43 0.08 -0.58
H -1.4104 3.1593 -0.4199 -0.02 -0.12 0.23 0.69
H -2.5543 2.5405 1.5373 0.26 -0.05 0.13 0.42
H -1.3185 1.3938 2.0753 0.08 0.27 -0.03 0.23
H -1.0679 3.1443 2.2918 -0.25 -0.25 -0.14 0.42
C 1.1515 4.3326 1.4288 -0.27 0.69 0.02 -0.52
C 0.4191 5.6593 1.2072 0.01 0.42 0.23 -1.26
H 2.2418 4.4957 1.4355 -0.29 -0.16 -0.07 0.33
H 0.8969 3.9079 2.4126 0.15 -0.01 -0.33 0.52
H 0.6291 6.3130 2.0635 -0.10 -0.08 -0.24 0.41
H 0.7813 6.1811 0.3118 -0.15 -0.18 0.22 0.32
H -0.6738 5.5486 1.1473 0.33 -0.04 -0.05 0.30
Br 2.2502 -2.5614 -2.7235 0.43 -0.16 -0.94 -0.10
P -3.6612 -1.8451 -1.3651 -2.41 0.08 -5.50 -0.17
C -3.1051 -0.0558 -1.1246 1.24 0.25 1.57 0.36
C -3.4322 0.9171 -2.2758 -0.41 -0.38 -0.38 -1.33
H -2.0126 -0.1015 -0.9924 -0.33 0.28 0.19 -0.60
H -3.5837 0.3129 -0.1972 0.32 0.01 -0.28 0.62
H -3.2554 1.9509 -1.9394 -0.04 -0.40 0.10 0.39
H -2.7937 0.7630 -3.1583 -0.24 -0.13 0.30 0.34
H -4.4828 0.8520 -2.5898 0.28 -0.01 0.07 0.43
C -2.4377 -2.3076 -2.6436 0.37 0.00 -0.51 -0.12
C -2.8551 -3.1921 -3.8268 0.07 0.15 -0.03 -1.30
H -1.6074 -2.7794 -2.1002 0.07 0.15 -0.19 0.18
H -2.0839 -1.3421 -3.0224 0.15 -0.26 -0.01 0.41
H -1.9634 -3.4115 -4.4296 -0.23 -0.06 0.20 0.39
H -3.2874 -4.1413 -3.4970 0.04 0.10 -0.17 0.31
H -3.5669 -2.6939 -4.4955 0.03 -0.08 0.31 0.36
C -3.6368 -3.8141 -0.5881 0.86 0.18 0.81 -0.02
C -4.8643 -4.1994 0.1997 -0.63 -0.16 -0.02 -1.01
H -2.7364 -3.8375 0.0664 0.12 -1.48 -0.55 -0.04
H -3.4566 -4.4491 -1.4496 0.05 0.70 -0.34 0.58
H -4.8984 -3.6550 1.1724 -0.29 -0.50 -0.04 0.26
H -5.8269 -4.0254 -0.3087 0.55 0.08 0.00 0.36
H -4.7853 -5.2791 0.4114 -0.06 0.43 0.27 0.38
C 6.8422 2.9238 0.6400 0.23 -0.02 -0.03 -1.33
C 5.9257 1.7928 0.2269 -0.37 -0.08 0.26 -0.18
N 4.5260 2.2826 0.2736 0.95 1.15 0.57 -0.08
C 3.4945 1.5022 -0.1105 -1.82 -0.45 1.91 -0.01
S 2.0501 1.4562 0.8966 1.27 -0.31 -0.69 -0.34
N 3.5984 0.7206 -1.1909 -0.01 -0.99 -1.67 0.21
C 4.2831 1.1766 -2.4234 -0.50 -0.01 0.24 -0.76
C 5.0658 0.0502 -3.0698 0.20 0.09 -0.20 -1.18
H 6.6497 3.8329 0.0624 -0.01 -0.15 0.04 0.32
H 7.8811 2.6332 0.4763 -0.05 0.06 0.10 0.40
H 6.7157 3.1465 1.7030 0.05 0.05 -0.08 0.36
H 6.1453 1.4357 -0.7817 0.03 0.11 0.24 0.15
H 6.0308 0.9353 0.9109 0.03 0.13 -0.19 0.29
H 4.3158 2.8251 1.1156 0.28 -0.33 -0.50 0.38
H 2.8747 0.0090 -1.3189 0.68 0.46 0.13 -0.14
H 3.5242 1.5732 -3.1201 0.25 -0.05 0.04 0.27
H 4.9307 2.0112 -2.1365 -0.21 -0.18 -0.22 0.64
H 4.3997 -0.7448 -3.4286 0.23 0.23 0.11 0.20
H 5.6088 0.4626 -3.9282 -0.07 -0.23 0.09 0.42
H 5.7958 -0.3856 -2.3737 -0.23 0.12 -0.16 0.28
```
Forces are in eV/Å.

Summary:
ΔE to the lowest compared entry with this formula, charge and spin	111.2	kcal per mole
HOMO level (spin up / spin down)	-10.4 / -13.3	eV
expectation value of S²	8.869
total charge	+2
frontier orbital gap (spin up / spin down)	4.13 / 6.33	eV
2S+1	6


This record from the OMol25 dataset describes a 8-piece molecular cluster, C10H35N10O11 overall at a distorted geometry. The level of theory is ωB97M-V with the def2-TZVPD basis set.

Structure (XYZ):
```
66
Properties=species:S:1:pos:R:3:forces:R:3:mulliken_charge:R:1
N 0.0430 -1.7619 0.9509 1.65 -0.08 -0.18 1.06
O 1.2165 -1.6616 0.6266 1.57 0.26 -1.18 -0.64
O -0.7981 -2.0987 0.1310 -1.80 -0.65 -1.59 -0.59
O -0.2603 -1.5480 2.0846 -1.75 0.67 3.47 -0.80
C -4.0967 -1.8787 2.3899 -4.42 0.50 -0.30 0.65
O -5.3053 -1.8768 2.4126 -2.34 -0.18 -0.04 -0.73
N -3.3704 -2.8720 2.7137 3.00 -3.08 1.33 -0.30
N -3.4294 -0.8442 2.0118 3.04 5.00 -1.66 -0.22
H -2.4251 -2.5318 2.8178 0.50 -1.80 0.38 0.19
H -3.8013 -3.7518 2.9596 0.65 0.26 0.21 0.21
H -2.4258 -0.8681 1.9006 -0.08 -0.11 -0.10 0.01
H -3.8830 -0.0286 1.6258 -0.23 -0.49 0.26 0.18
C -1.7837 -5.6076 0.1103 -1.91 -2.30 -0.20 0.49
O -2.0698 -6.7897 -0.0176 -0.11 -0.46 0.03 -0.72
N -2.6672 -4.6511 0.3715 -1.84 2.08 0.50 -0.24
N -0.5713 -5.1331 0.0069 2.90 0.86 -0.23 -0.26
H -3.6672 -4.7731 0.4436 0.47 -0.44 -0.13 0.19
H -2.3342 -3.7018 0.4609 -0.31 -0.12 0.04 0.12
H -0.5104 -4.1257 -0.0326 0.88 -0.29 -0.22 0.17
H 0.1560 -5.7840 -0.2528 -0.05 0.52 0.01 0.20
C 2.0501 -2.5163 -2.6251 3.33 1.49 -0.28 0.46
O 2.6373 -3.0739 -3.4849 1.86 -2.42 -3.11 -0.70
N 2.6914 -1.6021 -1.8696 1.19 2.01 1.27 -0.19
N 0.8046 -2.5910 -2.3918 -4.80 0.08 1.30 -0.13
H 3.6869 -1.4905 -1.9986 -0.32 -0.25 0.12 0.18
H 2.2569 -1.1642 -1.0699 0.32 -0.41 0.09 0.07
H 0.5882 -2.1001 -1.5360 -1.34 -0.75 -0.01 0.01
H 0.2134 -3.2139 -2.9234 0.05 0.05 0.55 0.24
C 1.6808 0.4912 4.2700 0.22 -2.30 -2.58 0.47
O 2.3142 0.3759 3.2218 -0.29 0.36 -0.08 -0.68
N 1.9539 1.3294 5.1998 1.19 4.04 3.29 -0.40
N 0.6875 -0.3239 4.6452 -1.76 -1.42 -0.58 -0.38
H 2.6517 2.0452 5.0552 -0.19 -0.20 0.04 0.25
H 1.2353 1.4817 5.8929 0.60 0.26 0.11 0.16
H 0.2866 -0.8600 3.8889 0.00 -0.19 0.01 0.38
H 0.0510 -0.0328 5.3733 0.15 -0.21 -0.17 0.24
C -0.8319 5.5799 -4.4429 -1.62 -0.26 -0.87 -0.73
O 0.2473 5.5691 -3.5983 3.35 -0.48 1.71 -0.34
C 1.4100 4.7260 -3.8579 -1.82 -0.09 -1.03 -0.67
C 1.2141 3.2785 -3.3391 1.05 1.38 -0.70 -0.43
N 1.3682 3.2401 -1.9157 -1.64 -2.70 -0.19 0.07
C 1.1333 1.8883 -1.2706 0.38 2.06 0.78 -0.41
C 0.9859 2.0249 0.2312 -0.78 -0.91 1.66 -0.07
O -0.1459 2.8564 0.6006 0.22 -0.26 -0.57 -0.41
C -0.7804 2.5226 1.8552 0.78 0.20 0.36 -0.44
H -0.6517 5.5584 -5.5177 0.68 0.24 -0.11 0.34
H -1.3868 6.4861 -4.2003 0.02 -0.02 -0.13 0.24
H -1.5148 4.7452 -4.2846 -0.10 -0.30 0.29 0.30
H 2.3599 5.0889 -3.4653 -0.48 0.67 0.53 0.36
H 1.5713 4.7322 -4.9359 -0.08 -0.42 -0.17 0.45
H 1.9149 2.6181 -3.8498 -0.01 -0.27 0.26 0.38
H 0.2002 2.9141 -3.5046 -0.29 -0.01 -0.28 0.38
H 0.7947 3.9423 -1.4705 0.20 0.90 0.72 0.40
H 1.8241 1.1250 -1.6285 0.20 0.18 0.08 0.33
H 0.1352 1.6586 -1.6437 -0.33 -0.25 -0.23 0.36
H 1.8447 2.2600 0.8599 0.51 0.72 -0.62 0.39
H 0.8568 1.0053 0.5942 -0.52 -0.42 -0.10 -0.10
H -1.4643 3.2928 2.2118 -0.24 0.21 -0.99 0.35
H -0.0546 2.5476 2.6681 0.45 -0.53 -0.08 0.18
H -1.2968 1.5629 1.8366 0.14 -0.07 -0.20 0.08
O -1.8480 -0.9922 -2.0801 -0.40 0.74 -0.59 -0.70
H -1.1533 -1.2826 -2.6712 0.16 -0.14 -0.17 0.38
H -1.4995 -1.1526 -1.2032 0.07 -0.33 0.44 0.22
O 4.0230 -0.7750 1.4275 0.73 0.03 -0.71 -0.69
H 3.3062 -1.3820 1.2432 -0.33 -0.14 0.14 0.34
H 3.6320 -0.1054 1.9888 -0.32 0.00 0.42 0.49
```
Forces are in eV/Å.

Summary:
HOMO level (spin up / spin down)	-8.8 / -8.8	eV
expectation value of S²	0.754
frontier orbital gap (spin up / spin down)	8.25 / 3.28	eV
2S+1	2


- Number 2 is which compound?
  C10H35N10O11


- What is the formula in the second record?
  C10H35N10O11